Record 1
{
  "formula": "C24H32Cl2F20HfN2O20P2S4",
  "method": "wB97M-V/def2-TZVPD",
  "elements": ["Hf", "P", "F", "F", "F", "F", "F", "F", "P", "F", "F", "F", "F", "F", "F", "C", "F", "F", "F", "S", "O", "O", "N", "S", "O", "O", "C", "F", "F", "F", "N", "S", "O", "O", "F", "S", "O", "O", "F", "Cl", "C", "C", "Cl", "H", "H", "H", "H", "C", "O", "C", "C", "O", "C", "H", "H", "H", "H", "H", "H", "H", "H", "H", "H", "C", "O", "C", "C", "O", "C", "H", "H", "H", "H", "H", "H", "H", "H", "H", "H", "C", "C", "C", "O", "C", "C", "C", "O", "O", "O", "H", "H", "H", "H", "C", "C", "C", "O", "C", "C", "C", "O", "O", "O", "H", "H", "H", "H"],
  "xyz": [[2.13, 1.43, 0.43], [1.44, 3.45, 2.78], [1.01, 3.47, 1.22], [1.29, 1.84, 2.52], [2.89, 3.11, 2.07], [2.18, 3.39, 4.23], [1.70, 5.05, 2.66], [-0.03, 3.52, 3.39], [3.41, -0.72, -1.60], [2.76, -0.97, -3.07], [4.98, -0.62, -1.98], [3.28, 0.87, -1.80], [3.72, -0.23, -0.07], [1.85, -0.54, -1.14], [3.37, -2.30, -1.24], [5.30, 4.78, 0.59], [4.47, 5.80, 0.31], [6.63, 5.11, 0.32], [5.20, 4.43, 1.90], [4.90, 3.22, -0.55], [5.72, 3.17, -1.78], [4.99, 2.07, 0.39], [3.12, 3.17, -0.66], [2.98, 4.16, -2.03], [3.99, 5.20, -2.24], [2.84, 3.32, -3.25], [1.27, 5.15, -1.80], [0.32, 4.27, -1.50], [1.38, 6.02, -0.76], [0.86, 5.81, -2.88], [0.03, 1.38, -0.25], [-0.66, 1.24, -1.72], [-1.30, 2.36, -2.35], [-1.07, -0.13, -2.16], [0.76, 1.45, -2.39], [-1.60, 1.76, 0.31], [-2.59, 0.70, 0.17], [-2.02, 3.14, 0.39], [-1.36, 1.50, 1.89], [-3.85, 5.38, -5.64], [-2.57, 5.00, -4.41], [-2.96, 5.50, -3.05], [-4.38, 4.66, -2.41], [-1.67, 5.51, -4.76], [-2.52, 3.91, -4.33], [-3.27, 6.55, -3.07], [-2.22, 5.46, -2.26], [4.81, 1.10, 3.02], [3.61, 0.65, 2.34], [3.30, -0.65, 2.89], [2.34, -1.51, 2.07], [1.35, -0.77, 1.39], [0.34, -1.70, 0.91], [5.65, 0.59, 2.54], [4.82, 0.90, 4.09], [4.85, 2.19, 2.95], [2.96, -0.52, 3.92], [4.21, -1.26, 2.90], [1.98, -2.22, 2.81], [2.88, -2.04, 1.28], [-0.57, -1.22, 0.54], [-0.02, -2.48, 1.59], [0.70, -2.35, 0.11], [0.04, 0.42, 4.86], [0.53, -0.84, 4.76], [1.16, -1.23, 5.94], [0.23, -1.93, 6.93], [-0.59, -2.90, 6.26], [-1.61, -3.43, 7.12], [0.79, 1.18, 5.09], [-0.79, 0.56, 5.56], [-0.37, 0.65, 3.88], [1.89, -0.63, 6.48], [1.80, -2.03, 5.57], [-0.39, -1.12, 7.33], [0.69, -2.24, 7.86], [-2.29, -2.68, 7.51], [-1.17, -4.07, 7.89], [-2.27, -4.07, 6.54], [-5.54, -4.65, -1.29], [-6.75, -4.68, -1.89], [-7.51, -3.48, -2.40], [-8.70, -3.42, -2.75], [-6.70, -2.27, -2.27], [-5.51, -2.23, -1.73], [-4.77, -3.46, -1.18], [-3.64, -3.49, -0.63], [-4.86, -1.04, -1.66], [-7.36, -5.86, -1.89], [-5.03, -5.52, -0.91], [-7.09, -1.31, -2.59], [-4.08, -1.17, -1.11], [-8.16, -5.82, -2.42], [-2.24, -4.30, -4.84], [-1.56, -5.21, -5.63], [-0.04, -5.02, -5.80], [0.72, -5.68, -6.51], [0.51, -3.94, -4.92], [-0.20, -3.07, -4.20], [-1.67, -3.17, -4.09], [-2.34, -2.41, -3.44], [0.44, -2.19, -3.36], [-2.16, -6.19, -6.38], [-3.31, -4.43, -4.84], [1.59, -3.87, -4.90], [-0.16, -1.56, -2.97], [-1.47, -6.72, -6.79]],
  "spin_multiplicity": 2,
  "homo_energy_ha": [-0.4261, -0.4261],
  "total_energy_ha": -7789.00824,
  "charge": 1,
  "lumo_ev": [-6.255, -8.703],
  "s_squared": 0.766,
  "homo_lumo_gap_ev": [5.34, 2.89]
}


Record 2
{
  "formula": "C24H32ClP2Yb",
  "method": "wB97M-V/def2-TZVPD",
  "elements": ["Yb", "Cl", "P", "C", "C", "C", "C", "C", "C", "C", "C", "C", "C", "C", "C", "C", "C", "C", "C", "C", "C", "H", "H", "H", "H", "H", "H", "H", "H", "H", "H", "H", "H", "H", "H", "H", "H", "H", "C", "C", "P", "C", "C", "C", "C", "H", "H", "H", "H", "H", "H", "H", "H", "H", "H", "H", "H", "H", "H", "H"],
  "xyz": [[-0.19, 1.17, 1.84], [0.16, 2.56, 3.76], [0.13, 1.10, -0.92], [-1.27, 0.30, -1.76], [-1.10, -0.50, -2.90], [-2.21, -1.08, -3.53], [-3.49, -0.91, -2.98], [-3.65, -0.18, -1.79], [-2.55, 0.42, -1.19], [-0.12, 2.90, -1.17], [0.71, 3.79, -0.47], [0.55, 5.17, -0.61], [-0.46, 5.67, -1.44], [-1.32, 4.80, -2.13], [-1.14, 3.42, -2.00], [1.69, 0.74, -1.77], [2.75, 0.20, -1.00], [4.00, 0.00, -1.58], [4.20, 0.30, -2.94], [3.15, 0.82, -3.71], [1.90, 1.05, -3.12], [1.50, 3.41, 0.19], [1.22, 5.86, -0.09], [-0.58, 6.75, -1.57], [-2.11, 5.19, -2.78], [-1.78, 2.73, -2.55], [-0.10, -0.65, -3.31], [-2.08, -1.65, -4.44], [-4.35, -1.35, -3.47], [-4.64, -0.08, -1.35], [-2.69, 1.01, -0.27], [2.59, -0.03, 0.05], [4.82, -0.39, -0.98], [5.17, 0.11, -3.40], [3.30, 1.04, -4.76], [1.10, 1.48, -3.71], [-0.03, -5.15, -4.45], [0.72, -5.12, -4.42], [-2.70, -1.46, 2.73], [-1.33, -1.05, 3.30], [-0.01, -1.58, 2.11], [1.57, -1.04, 2.89], [1.77, -1.24, 4.39], [0.00, -3.38, 2.39], [-0.30, -3.88, 3.80], [-2.86, -1.07, 1.72], [-3.50, -1.09, 3.37], [-2.81, -2.55, 2.68], [-1.31, 0.05, 3.54], [-1.11, -1.55, 4.24], [2.34, -1.62, 2.35], [1.76, 0.03, 2.63], [1.89, -2.30, 4.64], [2.70, -0.73, 4.67], [0.97, -0.81, 5.00], [-0.72, -3.83, 1.69], [1.00, -3.73, 2.08], [-1.29, -3.56, 4.16], [-0.30, -4.97, 3.79], [0.44, -3.56, 4.53]],
  "spin_multiplicity": 2,
  "homo_energy_ha": [-0.5350, -0.5350],
  "total_energy_ha": -3234.74542,
  "charge": 2,
  "lumo_ev": [-7.498, -8.926],
  "s_squared": 0.751,
  "homo_lumo_gap_ev": [7.06, 5.63]
}


Record 3
{
  "formula": "C24H32FeN6O",
  "method": "wB97M-V/def2-TZVPD",
  "elements": ["Fe", "C", "C", "C", "N", "C", "C", "C", "C", "C", "C", "C", "N", "C", "C", "C", "N", "C", "C", "C", "C", "C", "C", "C", "N", "C", "C", "H", "H", "H", "H", "H", "H", "H", "H", "H", "H", "H", "H", "H", "H", "H", "H", "H", "H", "H", "H", "H", "H", "H", "H", "H", "H", "C", "N", "C", "N", "O", "H", "H", "H", "H", "H", "H"],
  "xyz": [[-0.62, -0.26, 0.25], [-0.19, -2.91, -1.21], [0.29, -2.34, -2.52], [0.60, -0.84, -2.50], [-0.42, -0.07, -1.80], [-1.36, 0.63, -2.44], [-1.55, 0.61, -3.83], [-2.28, 1.43, -4.65], [-3.01, 2.57, -4.34], [-3.25, 3.04, -3.10], [-2.92, 2.47, -1.85], [-2.23, 1.33, -1.55], [-2.17, 0.82, -0.28], [-2.83, 1.45, 0.85], [-1.97, 2.56, 1.49], [-0.56, 2.71, 0.93], [0.19, 1.47, 0.98], [1.51, 1.47, 0.89], [2.24, 2.67, 0.66], [3.56, 2.97, 0.87], [4.59, 2.16, 1.35], [4.51, 0.80, 1.51], [3.46, -0.07, 1.22], [2.14, 0.15, 0.84], [1.31, -0.85, 0.46], [1.88, -2.17, 0.22], [0.87, -3.24, -0.17], [-0.73, -3.84, -1.41], [-0.97, -2.26, -0.79], [-0.48, -2.53, -3.28], [1.19, -2.87, -2.86], [0.74, -0.48, -3.52], [1.53, -0.65, -1.97], [-1.03, -0.20, -4.33], [-2.26, 1.18, -5.71], [-3.43, 3.12, -5.17], [-3.81, 3.97, -3.05], [-3.27, 3.02, -0.99], [-2.98, 0.66, 1.58], [-3.82, 1.82, 0.58], [-1.91, 2.37, 2.57], [-2.47, 3.53, 1.38], [-0.06, 3.49, 1.52], [-0.60, 3.08, -0.10], [1.64, 3.49, 0.30], [3.83, 4.00, 0.65], [5.54, 2.63, 1.55], [5.41, 0.31, 1.87], [3.73, -1.11, 1.31], [2.39, -2.55, 1.11], [2.66, -2.08, -0.55], [0.35, -3.59, 0.73], [1.45, -4.09, -0.52], [0.76, -2.83, 4.11], [0.12, -1.96, 3.14], [-1.08, -2.17, 2.59], [-1.82, -3.20, 3.03], [-1.54, -1.42, 1.68], [1.77, -2.49, 4.27], [0.80, -3.87, 3.75], [0.24, -2.80, 5.07], [0.68, -1.26, 2.66], [-1.58, -3.72, 3.85], [-2.76, -3.27, 2.67]],
  "spin_multiplicity": 6,
  "homo_energy_ha": [-0.3628, -0.3696],
  "total_energy_ha": -2601.02627,
  "charge": 1,
  "lumo_ev": [-2.401, -3.359],
  "s_squared": 8.787,
  "homo_lumo_gap_ev": [7.47, 6.70]
}